{
  "formula": "C16H34F6N2O6Zn",
  "method": "ωB97M-V/def2-TZVPD",
  "homo_lumo_gap_ev": 3.696,
  "energy_ha": -3569.16956,
  "e_above_lowest_ev": 10.532,
  "elements": ["Zn", "C", "O", "O", "C", "F", "F", "F", "C", "C", "H", "H", "H", "H", "H", "H", "C", "O", "O", "C", "F", "F", "F", "C", "C", "H", "H", "H", "H", "H", "H", "C", "C", "C", "O", "C", "N", "H", "H", "H", "H", "H", "H", "H", "H", "H", "H", "H", "C", "C", "C", "O", "C", "N", "H", "H", "H", "H", "H", "H", "H", "H", "H", "H", "H"],
  "xyz": [[-0.31, -0.03, -0.79], [-2.20, -4.47, -1.66], [-1.43, -5.18, -0.66], [-1.81, -3.15, -1.51], [-2.14, -5.16, -3.08], [-2.56, -4.44, -4.14], [-0.94, -5.57, -3.47], [-2.93, -6.26, -3.07], [-2.13, -6.31, -0.19], [-1.58, -6.56, 1.19], [-1.90, -5.74, 1.83], [-1.89, -7.54, 1.57], [-0.49, -6.58, 1.20], [-1.76, -7.19, -0.73], [-3.20, -6.21, -0.07], [-3.27, -4.48, -1.46], [0.56, 4.05, -2.39], [1.53, 3.99, -1.31], [-0.04, 2.74, -2.41], [-0.32, 5.35, -2.30], [0.38, 6.40, -2.59], [-1.28, 5.25, -3.25], [-0.79, 5.54, -1.07], [2.50, 4.98, -1.22], [3.45, 4.61, -0.10], [4.38, 5.17, -0.10], [3.00, 4.64, 0.89], [3.75, 3.56, -0.20], [2.02, 5.91, -0.91], [3.06, 5.15, -2.13], [1.13, 4.16, -3.32], [2.56, -2.54, 0.77], [3.04, -1.09, 0.42], [3.46, -0.89, -1.05], [2.28, -0.89, -1.81], [2.40, -1.47, -3.15], [1.92, -0.15, 0.75], [2.01, -2.97, -0.07], [2.16, -2.59, 1.78], [3.45, -3.16, 0.76], [3.89, -0.91, 1.08], [4.09, -1.71, -1.39], [3.90, 0.10, -1.23], [1.57, -1.23, -3.82], [2.43, -2.56, -3.14], [3.25, -1.14, -3.74], [2.15, 0.83, 0.71], [1.79, -0.28, 1.74], [-2.42, -0.14, 3.25], [-2.79, 1.26, 2.72], [-2.07, 2.44, 3.34], [-2.62, 3.59, 2.78], [-1.87, 4.73, 3.19], [-2.45, 1.29, 1.34], [-2.04, -0.03, 4.27], [-1.71, -0.71, 2.65], [-3.34, -0.71, 3.24], [-3.86, 1.39, 2.84], [-1.04, 2.30, 3.01], [-2.14, 2.29, 4.42], [-0.89, 4.68, 2.70], [-1.74, 4.75, 4.27], [-2.31, 5.65, 2.79], [-2.52, 2.28, 1.13], [-3.31, 0.96, 0.91]]
}



{
  "formula": "C7H34NO9",
  "method": "ωB97M-V/def2-TZVPD",
  "total_charge": 1,
  "homo_lumo_gap_ev": 9.558,
  "energy_ha": -1018.67481,
  "e_above_lowest_ev": 5.052,
  "elements": ["C", "C", "C", "C", "C", "C", "C", "N", "H", "H", "H", "H", "H", "H", "H", "H", "H", "H", "H", "H", "H", "H", "H", "H", "H", "H", "O", "H", "H", "O", "H", "H", "O", "H", "H", "O", "H", "H", "O", "H", "H", "O", "H", "H", "O", "H", "H", "O", "H", "H", "O"],
  "xyz": [[-2.12, 1.85, 1.57], [-1.18, 1.37, 0.35], [-0.32, 0.34, 0.94], [0.61, -0.34, -0.24], [4.00, -0.86, 1.52], [2.86, -0.34, 0.62], [1.79, -0.99, 0.35], [-2.09, 0.88, -0.88], [-1.56, 1.93, 2.64], [-2.69, 0.95, 1.92], [-2.77, 2.72, 1.24], [-0.59, 2.10, -0.13], [0.28, 0.85, 1.74], [-0.98, -0.61, 1.21], [0.93, 0.56, -0.91], [-0.20, -0.82, -0.85], [4.29, -1.88, 1.18], [4.87, -0.13, 1.66], [3.71, -0.81, 2.60], [3.01, 0.74, 0.39], [1.62, -2.08, 0.55], [-1.49, 1.02, -1.67], [-2.64, 0.05, -0.85], [-2.79, 1.67, -0.94], [1.15, -2.68, 4.11], [0.74, -3.93, 3.25], [0.38, -3.18, 3.75], [-1.41, 4.00, -2.13], [-1.62, 4.33, -0.66], [-1.59, 3.57, -1.26], [-0.49, -1.44, 4.32], [-1.21, -0.39, 4.99], [-0.89, -0.63, 4.08], [-2.91, -2.44, 0.66], [-4.01, -1.55, 0.76], [-3.65, -2.23, 0.17], [2.04, 0.84, -3.40], [2.84, 1.96, -3.91], [1.95, 1.75, -3.57], [-1.08, -0.10, -3.25], [-2.40, -0.85, -3.48], [-1.70, -0.80, -2.79], [-0.30, 1.69, -4.01], [0.26, 2.18, -2.90], [-0.62, 2.06, -3.09], [-0.59, -2.59, 0.42], [-1.06, -2.97, 1.83], [-1.30, -2.98, 0.97], [3.74, -1.30, -2.64], [3.90, 0.09, -3.27], [3.28, -0.56, -2.95]]
}



{
  "formula": "C37H28Cl3F3N3O5OsPS2",
  "method": "ωB97M-V/def2-TZVPD",
  "homo_lumo_gap_ev": [7.187, 7.326],
  "s_squared": 6.059,
  "multiplicity": 5,
  "energy_ha": -4875.82825,
  "e_above_lowest_ev": 0.292,
  "elements": ["Os", "Cl", "C", "C", "C", "C", "C", "C", "P", "C", "C", "C", "C", "C", "C", "C", "C", "C", "C", "C", "C", "H", "H", "H", "H", "H", "H", "H", "H", "H", "H", "H", "H", "H", "H", "N", "C", "C", "C", "N", "C", "C", "H", "H", "H", "H", "H", "H", "Cl", "C", "C", "C", "C", "C", "Cl", "C", "N", "H", "H", "H", "F", "C", "F", "F", "S", "O", "O", "O", "O", "C", "O", "C", "C", "C", "C", "S", "C", "C", "H", "H", "H", "H", "H"],
  "xyz": [[-0.40, -0.36, 0.23], [0.12, 0.64, 2.49], [1.80, 0.27, 2.90], [2.12, 0.54, 4.22], [3.41, 0.32, 4.65], [4.37, -0.16, 3.77], [4.02, -0.42, 2.46], [2.72, -0.23, 1.99], [2.33, -0.56, 0.23], [3.73, 0.35, -0.55], [4.67, -0.21, -1.40], [5.67, 0.58, -1.97], [5.74, 1.94, -1.68], [4.81, 2.51, -0.82], [3.81, 1.72, -0.26], [2.75, -2.31, 0.00], [3.05, -3.18, 1.04], [3.32, -4.52, 0.79], [3.31, -5.00, -0.52], [3.00, -4.14, -1.56], [2.70, -2.82, -1.30], [1.36, 0.91, 4.89], [3.67, 0.53, 5.68], [5.39, -0.32, 4.10], [4.78, -0.78, 1.76], [4.64, -1.26, -1.63], [6.39, 0.13, -2.63], [6.52, 2.55, -2.12], [4.86, 3.56, -0.58], [3.09, 2.17, 0.41], [3.04, -2.83, 2.07], [3.53, -5.19, 1.61], [3.52, -6.05, -0.71], [2.96, -4.52, -2.58], [2.42, -2.16, -2.12], [0.43, 5.74, -1.29], [0.21, 4.42, -1.03], [0.92, 3.42, -1.69], [0.69, 2.11, -1.38], [-0.20, 1.72, -0.46], [-0.91, 2.68, 0.17], [-0.73, 4.01, -0.08], [0.99, 6.01, -2.08], [-0.20, 6.43, -0.92], [1.66, 3.67, -2.45], [1.22, 1.32, -1.88], [-1.65, 2.34, 0.89], [-1.34, 4.74, 0.45], [1.01, -0.46, -4.06], [-0.57, -1.18, -3.91], [-1.20, -1.54, -5.08], [-2.46, -2.11, -5.04], [-3.07, -2.33, -3.81], [-2.44, -1.97, -2.64], [-3.25, -2.26, -1.15], [-1.16, -1.37, -2.63], [-0.55, -1.03, -1.48], [-0.70, -1.36, -6.03], [-2.96, -2.39, -5.95], [-4.06, -2.77, -3.76], [-4.78, 2.40, 0.73], [-4.99, 1.12, 1.04], [-5.68, 1.08, 2.18], [-5.74, 0.58, 0.08], [-3.42, 0.21, 1.22], [-2.75, 0.92, 2.30], [-3.79, -1.15, 1.48], [-2.76, 0.45, -0.08], [-0.47, -8.85, -0.02], [0.00, -7.83, -0.78], [0.49, -8.06, -1.85], [-0.14, -6.46, -0.21], [-0.24, -5.39, -1.09], [-0.34, -4.09, -0.61], [-0.31, -3.84, 0.76], [-0.40, -2.25, 1.52], [-0.20, -4.92, 1.64], [-0.13, -6.21, 1.16], [-0.94, -8.49, 0.74], [-0.24, -5.58, -2.15], [-0.41, -3.26, -1.30], [-0.17, -4.73, 2.71], [-0.01, -7.03, 1.87]]
}



{
  "formula": "C2H7NO3",
  "method": "ωB97M-V/def2-TZVPD",
  "homo_lumo_gap_ev": 9.433,
  "energy_ha": -360.69940,
  "e_above_lowest_ev": 5.830,
  "smiles": "C=N.C=O.OO",
  "elements": ["C", "N", "H", "H", "H", "C", "O", "H", "H", "O", "O", "H", "H"],
  "xyz": [[0.06, -1.91, 0.27], [1.11, -1.32, -0.05], [0.15, -2.91, 0.67], [-0.94, -1.50, 0.16], [0.97, -0.38, -0.55], [-0.29, 0.62, -1.56], [-1.30, 0.43, -0.90], [-0.11, 0.07, -2.50], [0.38, 1.46, -1.35], [-0.57, 0.99, 1.66], [0.58, 1.72, 1.27], [-1.04, 0.84, 0.76], [1.02, 1.88, 2.12]]
}



{
  "formula": "C4H3F5O3S",
  "method": "ωB97M-V/def2-TZVPD",
  "homo_lumo_gap_ev": [9.084, 6.966],
  "energy_ha": -1277.28008,
  "e_above_lowest_ev": 3.478,
  "elements": ["C", "C", "C", "C", "O", "O", "O", "F", "F", "F", "F", "F", "S", "H", "H", "H"],
  "xyz": [[0.88, 1.49, 2.21], [1.17, 1.37, 0.91], [0.04, -0.65, -1.08], [-0.85, -0.38, -2.27], [-1.69, -0.56, 1.19], [0.56, -1.58, 1.23], [0.21, 1.17, 0.05], [1.26, -0.96, -1.25], [-0.95, -1.35, -3.10], [-2.06, -0.10, -1.85], [-0.45, 0.71, -2.89], [-1.23, -2.49, -0.12], [-0.60, -1.16, 0.52], [1.62, 1.65, 3.00], [-0.13, 1.63, 2.77], [2.20, 1.20, 0.66]]
}



{
  "formula": "C4H9NOS",
  "method": "ωB97M-V/def2-TZVPD",
  "homo_lumo_gap_ev": 9.916,
  "energy_ha": -685.93574,
  "e_above_lowest_ev": 2.264,
  "smiles": "NC[C@@H]1[C@H](O)[C@@H]1S",
  "elements": ["N", "C", "C", "C", "O", "C", "S", "H", "H", "H", "H", "H", "H", "H", "H", "H"],
  "xyz": [[-1.89, -1.13, -0.39], [-1.24, 0.13, -0.38], [-0.19, 0.44, 0.69], [1.03, 1.22, 0.25], [1.15, 1.48, -1.11], [1.20, -0.18, 0.76], [1.83, -1.52, -0.29], [-1.32, -1.91, -0.14], [-2.65, -1.18, 0.23], [-0.78, 0.26, -1.36], [-2.09, 0.89, -0.34], [-0.62, 0.63, 1.70], [1.42, 2.01, 0.89], [1.91, 1.01, -1.45], [1.62, -0.28, 1.76], [0.60, -1.86, -0.80]]
}



{
  "formula": "C3H7N2",
  "method": "ωB97M-V/def2-TZVPD",
  "total_charge": 1,
  "homo_lumo_gap_ev": 10.598,
  "energy_ha": -227.67211,
  "e_above_lowest_ev": 2.238,
  "elements": ["C", "C", "C", "N", "N", "H", "H", "H", "H", "H", "H", "H"],
  "xyz": [[1.37, 0.24, 0.07], [-1.53, 0.51, -0.05], [2.34, -0.58, -0.03], [0.31, 0.88, 0.00], [-1.81, -0.82, 0.01], [-1.63, 1.09, -1.02], [-1.68, 1.18, 0.76], [2.53, -1.23, 0.84], [3.08, -0.77, -0.79], [0.31, 1.96, 0.27], [-1.47, -1.28, 0.83], [-1.82, -1.19, -0.89]]
}



{
  "formula": "C3H2N2O2",
  "method": "ωB97M-V/def2-TZVPD",
  "homo_lumo_gap_ev": 9.918,
  "energy_ha": -375.39953,
  "e_above_lowest_ev": 3.048,
  "elements": ["C", "C", "C", "H", "H", "N", "N", "O", "O"],
  "xyz": [[0.62, -1.49, 0.72], [0.39, -0.17, 0.10], [-0.89, 1.19, -0.60], [-0.43, -2.16, 0.42], [-1.90, 1.44, -1.10], [1.04, 0.92, 0.04], [0.26, 1.90, -0.42], [1.74, -1.58, 1.28], [-0.83, -0.05, -0.43]]
}



{
  "formula": "C7H10NO",
  "method": "ωB97M-V/def2-TZVPD",
  "total_charge": 1,
  "homo_lumo_gap_ev": 10.344,
  "energy_ha": -402.37441,
  "e_above_lowest_ev": 2.310,
  "smiles": "C[N+]1(c2ccco2)CC1",
  "elements": ["C", "N", "C", "C", "C", "C", "O", "C", "C", "H", "H", "H", "H", "H", "H", "H", "H", "H", "H"],
  "xyz": [[-1.44, -0.76, 1.20], [-0.81, 0.12, 0.14], [0.60, -0.01, 0.16], [1.37, -1.14, -0.02], [2.67, -0.60, -0.24], [2.64, 0.76, -0.16], [1.36, 1.13, 0.07], [-1.52, 0.26, -1.13], [-1.42, 1.43, -0.22], [-1.45, -0.18, 2.10], [-2.51, -1.04, 0.91], [-0.83, -1.62, 1.31], [0.91, -2.18, 0.13], [3.46, -1.30, -0.46], [3.28, 1.61, -0.13], [-2.49, -0.25, -1.29], [-0.95, 0.05, -2.01], [-0.61, 2.07, -0.64], [-2.26, 1.67, 0.29]]
}



{
  "formula": "C18H17N8OS6Y",
  "method": "ωB97M-V/def2-TZVPD",
  "homo_lumo_gap_ev": [4.349, 2.872],
  "energy_ha": -3636.95673,
  "elements": ["Y", "C", "C", "N", "N", "C", "N", "S", "C", "C", "C", "C", "C", "N", "H", "H", "H", "H", "H", "H", "H", "H", "H", "H", "N", "C", "S", "N", "N", "C", "C", "C", "C", "C", "C", "N", "H", "H", "H", "H", "H", "H", "H", "O", "C", "S", "C", "C", "S", "S", "S"],
  "xyz": [[-4.66, -8.41, 12.27], [-6.24, -5.99, 16.02], [-5.93, -6.57, 14.66], [-4.76, -7.02, 14.31], [-3.72, -6.69, 15.21], [-2.55, -7.42, 15.17], [-1.66, -7.12, 16.11], [-2.28, -8.62, 14.01], [-6.95, -6.69, 13.63], [-8.29, -6.20, 13.90], [-9.12, -6.06, 12.77], [-8.74, -6.57, 11.54], [-7.44, -7.03, 11.41], [-6.59, -7.15, 12.41], [-5.59, -6.47, 16.76], [-6.08, -4.86, 16.16], [-7.30, -6.10, 16.33], [-3.74, -5.72, 15.65], [-1.88, -6.43, 16.81], [-0.81, -7.66, 16.21], [-8.65, -5.97, 14.93], [-10.11, -5.62, 12.90], [-9.47, -6.66, 10.72], [-7.05, -7.35, 10.46], [-1.75, -5.89, 9.40], [-2.76, -6.58, 10.04], [-3.43, -5.98, 11.51], [-3.26, -7.54, 9.21], [-4.29, -8.26, 9.66], [-4.79, -9.18, 8.84], [-5.86, -10.04, 9.22], [-6.47, -10.95, 8.28], [-7.31, -11.93, 8.80], [-7.60, -11.98, 10.15], [-7.04, -11.01, 10.95], [-6.31, -9.97, 10.50], [-1.36, -5.13, 9.91], [-1.58, -6.20, 8.43], [-4.36, -9.23, 7.85], [-6.16, -10.90, 7.20], [-7.75, -12.65, 8.10], [-8.34, -12.69, 10.53], [-7.11, -11.16, 12.00], [-1.64, -14.15, 15.39], [-2.37, -13.39, 14.81], [-4.01, -12.91, 15.25], [-4.37, -11.75, 14.03], [-3.38, -11.75, 12.94], [-3.54, -10.93, 11.48], [-1.98, -12.65, 13.22], [-5.67, -10.69, 14.18]]
}



{
  "formula": "C3H16N2O3",
  "method": "ωB97M-V/def2-TZVPD",
  "homo_lumo_gap_ev": 9.407,
  "energy_ha": -459.10716,
  "e_above_lowest_ev": 0.786,
  "smiles": "C[C@H](N)CN.O.O.O",
  "elements": ["C", "C", "N", "C", "N", "H", "H", "H", "H", "H", "H", "H", "H", "H", "H", "O", "H", "H", "O", "H", "H", "O", "H", "H"],
  "xyz": [[-1.78, 1.53, 1.61], [-0.98, 0.88, 0.45], [-0.84, 1.85, -0.70], [-1.59, -0.44, -0.07], [-0.59, -1.39, -0.53], [-2.39, 0.74, 2.07], [-1.12, 1.69, 2.47], [-2.34, 2.40, 1.27], [0.03, 0.66, 0.80], [-1.32, 1.47, -1.50], [-1.18, 2.73, -0.35], [-2.31, -0.28, -0.89], [-2.24, -0.86, 0.70], [0.01, -1.62, 0.26], [0.03, -0.96, -1.21], [1.42, 0.52, -2.04], [1.13, 1.19, -1.40], [1.51, 0.99, -2.87], [1.41, -2.11, 1.57], [1.46, -2.00, 2.52], [2.14, -2.70, 1.33], [3.22, -1.35, -0.78], [3.82, -1.88, -1.31], [2.53, -1.05, -1.38]]
}



{
  "formula": "C21H26FN2O",
  "method": "ωB97M-V/def2-TZVPD",
  "total_charge": 1,
  "homo_lumo_gap_ev": 9.313,
  "energy_ha": -1100.17785,
  "e_above_lowest_ev": 2.502,
  "smiles": "CCCNC(=O)[C@@H]1CCC[N@H+]1[C@H](c1ccccc1)c1ccc(F)cc1",
  "elements": ["C", "C", "C", "N", "C", "O", "C", "C", "C", "C", "N", "C", "C", "C", "C", "C", "C", "C", "C", "C", "C", "C", "F", "C", "C", "H", "H", "H", "H", "H", "H", "H", "H", "H", "H", "H", "H", "H", "H", "H", "H", "H", "H", "H", "H", "H", "H", "H", "H", "H", "H"],
  "xyz": [[-3.77, -4.41, -1.87], [-2.80, -3.29, -2.23], [-2.96, -2.05, -1.34], [-2.05, -0.98, -1.65], [-0.83, -0.94, -1.11], [-0.32, -1.90, -0.51], [-0.07, 0.35, -1.36], [0.23, 0.59, -2.82], [1.73, 0.94, -2.96], [2.40, 0.69, -1.58], [1.24, 0.12, -0.72], [0.96, 0.41, 0.95], [-0.38, 1.06, 1.53], [-1.49, 0.22, 1.67], [-2.75, 0.71, 2.06], [-2.91, 2.02, 2.51], [-1.74, 2.78, 2.62], [-0.48, 2.28, 2.21], [2.23, 0.81, 1.67], [3.08, -0.19, 2.19], [4.38, 0.13, 2.61], [4.78, 1.47, 2.55], [6.04, 1.80, 3.00], [3.90, 2.48, 2.21], [2.62, 2.14, 1.75], [-3.65, -5.24, -2.57], [-3.57, -4.78, -0.86], [-4.81, -4.06, -1.91], [-1.76, -3.65, -2.15], [-2.95, -2.99, -3.28], [-3.97, -1.65, -1.44], [-2.80, -2.36, -0.30], [-2.38, -0.14, -2.10], [-0.53, 1.23, -0.89], [0.00, -0.30, -3.43], [-0.42, 1.38, -3.20], [2.21, 0.33, -3.73], [1.84, 1.97, -3.34], [3.24, -0.02, -1.73], [2.78, 1.62, -1.14], [1.30, -0.92, -0.85], [0.86, -0.65, 1.15], [-1.44, -0.83, 1.43], [-3.63, 0.08, 1.99], [-3.89, 2.42, 2.82], [-1.84, 3.80, 3.02], [0.35, 2.94, 2.43], [2.75, -1.23, 2.20], [5.08, -0.63, 2.90], [4.21, 3.52, 2.23], [1.95, 2.92, 1.38]]
}



no.,strongest force on any atom (eV/A)
1,3.841
2,5.087
3,0.772
4,1.943
5,4.860
6,1.640
7,4.081
8,7.397
9,5.098
10,4.882
11,1.994
12,1.681